Formula: C18H32CdF3O11
Source: the OMol25 dataset
Level of theory: ωB97M-V/def2-TZVPD

Summary:
- lowest unoccupied orbital energy (eV) = -4.44
- calculated total energy (a.u.) = -1999.5848
- highest occupied orbital energy (eV) = -12.31
- orbital gap (eV) = 7.9
- relative energy (zero: lowest compared OMol25 entry of this formula, charge and spin) (kcal per mole) = 0.0

Structure (ORCA input):
```
! RIJCOSX wB97M-V def2-TZVPD def2/J DEFGRID3
* xyz 1 1
Cd -0.682 1.432 3.550
C -0.673 1.333 0.280
O 0.207 0.316 0.815
O -1.382 1.710 1.472
C 0.113 2.399 -0.617
F 1.435 2.262 -0.591
F -0.204 2.085 -1.904
F -0.222 3.687 -0.336
C 0.830 -0.628 -0.061
C 2.366 -0.737 0.208
H 2.770 -0.943 -0.783
H 2.756 0.192 0.624
H 2.612 -1.635 0.775
H 0.676 -0.565 -1.138
H 0.299 -1.572 0.059
H -1.372 0.756 -0.325
C 0.539 4.407 2.690
O 0.678 3.167 3.333
C 2.007 2.571 3.176
C 2.275 1.203 3.782
O 1.027 0.472 3.661
C 1.073 -0.921 4.071
C -0.268 -1.464 3.621
O -1.395 -0.454 3.521
C -2.603 -0.957 3.168
H 1.187 4.549 1.825
H 0.898 5.174 3.376
H -0.516 4.546 2.457
H 2.746 3.255 3.594
H 2.281 2.515 2.123
H 2.563 1.383 4.817
H 3.187 0.806 3.338
H 1.052 -1.152 5.136
H 1.852 -1.502 3.577
H -0.466 -2.252 4.349
H -0.154 -2.039 2.702
H -2.400 -1.500 2.244
H -3.296 -0.195 2.812
H -3.055 -1.486 4.007
C 3.007 1.550 -4.039
C 1.970 0.364 -3.981
C 1.342 -0.025 -5.401
O 1.700 -1.401 -5.570
C 2.296 -1.768 -4.399
O 2.689 -2.947 -4.280
O 2.567 -0.762 -3.670
H 3.467 1.702 -3.063
H 2.580 2.531 -4.252
H 3.902 1.474 -4.657
H 1.173 0.607 -3.279
H 1.939 0.505 -6.144
H 0.350 0.426 -5.377
C -3.901 -1.678 -0.249
C -4.200 -2.132 -1.714
C -2.973 -2.210 -2.578
O -2.810 -3.555 -3.014
C -3.823 -4.259 -2.472
O -3.962 -5.478 -2.560
O -4.453 -3.517 -1.550
H -2.978 -2.118 0.127
H -4.670 -1.701 0.523
H -3.560 -0.649 -0.360
H -5.151 -1.811 -2.137
H -2.140 -1.899 -1.948
H -3.103 -1.468 -3.367
*
```

Here are the natural (NBO) charges for atoms 1 to 4, given in e: 1.76 0.32 -0.59 -1.02